DFT (ωB97M-V/def2-TZVPD) results for a 2-piece molecular cluster, C5H11N overall.

Geometry as XYZ:
```
17
Properties=species:S:1:pos:R:3:forces:R:3:nbo_charge:R:1
C -1.15525 1.37466 -0.08464 -0.1 0.3 0.0 -0.597
C -1.32949 -0.69452 -0.23602 -0.1 -0.3 0.1 -0.274
N -0.06093 -0.90743 0.30148 0.0 0.0 0.0 -0.323
C 0.50819 -2.06829 0.53554 0.0 -0.1 0.0 -0.240
C 0.57337 0.32781 0.55995 0.2 -0.2 0.0 -0.060
C 1.48226 0.78615 -0.55295 0.0 0.1 -0.1 -0.649
H -1.92781 1.41064 -0.86282 0.1 -0.1 0.1 0.191
H -1.62911 1.58555 0.87509 0.1 -0.1 -0.1 0.199
H -0.45944 2.18436 -0.32605 -0.1 -0.2 0.0 0.188
H -2.09704 -0.53980 0.52004 0.1 0.1 -0.1 0.191
H -1.62792 -1.42578 -0.99897 0.1 0.1 0.1 0.183
H -0.10219 -2.94831 0.69946 0.1 0.1 0.0 0.189
H 1.58998 -2.13846 0.54629 -0.1 0.1 0.0 0.185
H 1.07349 0.33338 1.53990 -0.1 0.0 -0.1 0.180
H 2.40123 0.18093 -0.59471 -0.1 0.1 0.0 0.207
H 1.77963 1.83049 -0.39781 0.0 -0.1 0.0 0.216
H 0.98104 0.70862 -1.52377 0.1 0.0 0.1 0.215
```
Forces are in eV/Å.

As for the total charge: 0. The calculation puts the orbital gap (alpha / beta) at 0.27488 / 0.27484 hartree. The value obtained for the LUMO energy (alpha / beta) is 0.84 / 0.84 eV. Its spin multiplicity is 1. The value obtained for the energy above the lowest of the compared OMol25 structures with the same formula, charge and spin is 6.2273 eV. The calculation puts the energy at -251.633682 a.u. As for the molar mass: 85.150 g mol⁻¹.